Entry from OMol25: C28H56BrCl3FKLi2N3O15P as an isolated structure (ωB97M-V with the def2-TZVPD basis set).

Output
Energy relative to the best compared isomer or geometry (same formula, charge and spin) in kcal/mol: 0.0
Gap between HOMO and LUMO in eV: 1.21
HOMO in eV: -4.2
LUMO energy in eV: -2.98

Each line ends with the Löwdin charge.
CARTESIAN COORDINATES (ANGSTROEM)
C 2.01 3.43 2.96  -0.069
C 2.38 1.98 3.21  -0.280
O 1.26 1.12 2.97  -0.203
P 1.50 -0.12 1.98  0.448
O 2.30 0.22 0.80  -0.240
C -0.13 -0.61 1.45  -0.166
C -0.98 -1.09 2.66  -0.125
C -2.43 -0.58 2.71  -0.343
C -2.76 -0.04 4.15  -0.080
C -3.93 -0.76 4.87  -0.128
C -5.23 0.03 4.74  -0.142
O -6.28 -0.77 4.12  -0.092
C -7.13 -0.01 3.32  -0.602
C -8.60 -0.30 3.53  -0.064
O -6.71 0.74 2.50  0.004
C -3.33 -1.67 2.10  -0.092
N -4.45 -0.92 1.47  0.096
C -3.74 0.18 0.94  -0.326
N -4.04 0.73 -0.24  0.239
N -2.82 0.53 1.79  0.208
O 2.14 -1.36 2.71  -0.181
C 3.51 -1.23 3.15  -0.244
C 4.28 -2.53 2.94  -0.048
H 1.57 3.51 1.97  0.079
H 2.93 4.01 2.94  0.081
H 1.37 3.83 3.74  0.072
H 2.70 1.87 4.25  0.123
H 3.25 1.75 2.60  0.104
H 0.06 -1.47 0.80  0.095
H -0.56 0.19 0.87  0.087
H -0.45 -0.89 3.59  0.100
H -1.03 -2.17 2.58  0.128
H -1.90 -0.03 4.80  0.118
H -3.05 1.00 4.04  0.114
H -4.07 -1.80 4.58  0.105
H -3.69 -0.79 5.93  0.119
H -5.06 0.95 4.19  0.117
H -5.59 0.33 5.72  0.137
H -8.89 -0.05 4.55  0.103
H -9.18 0.30 2.79  -0.042
H -8.86 -1.34 3.29  0.051
H -2.79 -2.03 1.23  0.135
H -3.61 -2.52 2.71  0.127
H -5.05 -0.59 2.23  0.076
H -4.28 1.71 -0.34  0.138
H -4.13 0.11 -1.02  0.131
H -2.15 1.26 1.56  0.179
H 4.04 -0.43 2.62  0.098
H 3.54 -0.99 4.21  0.123
H 3.66 -3.28 2.46  0.081
H 4.70 -2.89 3.87  0.082
H 5.11 -2.36 2.27  0.062
C 8.85 -0.13 3.33  -0.074
C 7.46 -0.45 2.81  -0.338
O 6.88 -1.12 3.89  0.075
C 7.49 -0.65 5.04  -0.683
O 7.07 -0.81 6.12  0.008
O 8.62 0.03 4.72  0.033
F 7.49 -1.27 1.72  0.051
H 9.53 -0.97 3.16  0.144
H 9.27 0.77 2.90  0.132
H 6.86 0.44 2.56  0.164
O 0.58 -3.61 -1.06  -0.371
C 1.29 -3.17 -2.15  -0.599
C 1.70 -1.68 -2.10  -0.512
O 2.32 -1.29 -3.23  -0.365
H 0.73 -3.26 -3.10  -0.062
H 2.24 -3.70 -2.40  0.098
H 2.28 -1.58 -1.16  0.092
H 0.72 -1.13 -1.84  0.080
Li -7.37 -2.42 2.64  0.835
Li -0.85 -2.92 -2.87  0.721
C -7.85 3.81 2.77  -0.070
C -7.25 3.83 1.38  -0.250
O -7.95 4.72 0.50  0.046
C -7.74 6.01 0.70  -0.616
O -7.00 6.50 1.52  0.113
O -8.48 6.69 -0.17  0.007
C -8.42 8.11 -0.01  -0.042
H -8.91 3.56 2.71  0.083
H -7.34 3.08 3.39  0.057
H -7.76 4.79 3.25  0.074
H -7.33 2.84 0.94  0.018
H -6.19 4.10 1.41  0.117
H -7.39 8.46 -0.05  0.094
H -8.88 8.41 0.93  0.098
H -8.97 8.54 -0.84  0.092
C 2.47 -3.49 -5.58  -1.067
Cl 0.91 -2.79 -5.40  0.649
Cl 2.85 -3.88 -7.30  0.514
H 3.21 -2.78 -5.20  0.054
H 2.51 -4.41 -5.01  -0.096
Br 8.88 -2.78 6.67  -0.499
C 7.86 -0.61 -10.88  -0.105
O 6.62 -1.20 -11.23  -0.187
C 6.48 -2.53 -10.75  -0.210
C 5.59 -2.58 -9.53  -0.230
O 6.20 -1.95 -8.42  -0.197
C 5.66 -0.66 -8.16  -0.097
H 7.80 0.45 -11.14  0.090
H 8.06 -0.70 -9.82  0.085
H 8.68 -1.06 -11.45  0.089
H 7.46 -2.97 -10.53  0.127
H 6.02 -3.11 -11.55  0.126
H 5.43 -3.63 -9.26  0.106
H 4.61 -2.14 -9.75  0.123
H 4.64 -0.74 -7.77  0.085
H 5.65 -0.04 -9.07  0.086
H 6.28 -0.18 -7.42  0.094
K 3.76 -5.72 -5.50  0.912
Cl -8.78 0.82 0.78  -0.194